(1)
{"formula": "C17H18BrN5O3SSm", "method": "the ωB97M-V functional and the def2-TZVPD basis", "species": ["Sm", "Br", "S", "O", "O", "O", "N", "N", "N", "N", "N", "C", "C", "C", "C", "C", "C", "C", "C", "C", "C", "C", "C", "C", "C", "C", "C", "C", "H", "H", "H", "H", "H", "H", "H", "H", "H", "H", "H", "H", "H", "H", "H", "H", "H", "H"], "coordinates": [[0.485, 0.099, -0.158], [-1.144, 0.774, 3.268], [2.086, -0.509, 1.984], [0.435, 1.816, -1.520], [2.562, -0.247, -1.253], [-0.919, 3.431, -2.315], [2.353, -2.902, 3.004], [-0.106, -2.142, 0.665], [0.684, -2.887, 1.509], [-0.666, 2.093, 0.885], [-1.630, -0.792, -1.152], [-0.788, 3.120, 0.020], [-1.178, -4.290, 0.187], [3.591, 0.432, -1.223], [-4.165, -1.723, -1.719], [-0.406, 2.819, -1.412], [-1.994, -2.028, -0.767], [1.619, -2.195, 2.125], [4.842, -0.136, -1.795], [-1.305, 4.344, 0.384], [-3.785, -0.452, -2.115], [-1.623, 3.463, 2.587], [3.586, 1.770, -0.561], [-1.698, 4.523, 1.704], [-2.502, -0.028, -1.817], [-1.122, 2.256, 2.120], [-1.021, -2.813, 0.050], [-3.259, -2.526, -1.040], [-3.539, -3.515, -0.712], [-1.399, 5.122, -0.360], [-5.161, -2.089, -1.931], [-0.197, -4.761, 0.165], [-4.455, 0.203, -2.652], [4.553, 2.262, -0.610], [2.823, 2.387, -1.037], [3.117, -2.475, 3.493], [-2.087, 5.477, 2.037], [-1.958, 3.552, 3.610], [4.605, -0.856, -2.574], [3.322, 1.633, 0.492], [-1.801, -4.705, -0.600], [-2.162, 0.953, -2.131], [5.337, -0.671, -0.976], [2.157, -3.880, 3.132], [-1.613, -4.539, 1.158], [5.525, 0.631, -2.149]], "lumo_energy_ev": [-3.342, -3.290], "relative_energy_kj_mol": 0.00, "orbital_gap_ev": [7.64, 7.70], "spin_multiplicity": 6, "max_force_ha_per_bohr": 0.0143, "molar_mass_g_mol": 602.694, "total_charge": 1}

---

(2)
{"formula": "C2H3F2NS", "method": "the ωB97M-V functional and the def2-TZVPD basis", "species": ["S", "F", "F", "N", "C", "C", "H", "H", "H"], "coordinates": [[0.691, 1.075, 0.948], [-1.387, -0.693, 0.852], [0.225, -1.900, -0.073], [0.303, 1.013, -1.608], [0.130, 0.516, -0.459], [-0.569, -0.849, -0.404], [-1.287, -1.121, -1.257], [0.683, 2.005, -1.902], [0.518, 0.160, -2.584]], "lumo_energy_ev": -0.268, "relative_energy_kj_mol": 232.19, "orbital_gap_ev": 8.33, "max_force_ha_per_bohr": 0.1974, "molar_mass_g_mol": 111.116}

---

(3)
{"formula": "C3H5NS3", "method": "the ωB97M-V functional and the def2-TZVPD basis", "species": ["S", "S", "S", "N", "C", "C", "C", "H", "H", "H", "H", "H"], "coordinates": [[0.508, 1.223, -0.231], [3.500, 0.033, 0.007], [-0.437, -1.527, -0.034], [2.103, -0.975, 0.031], [-1.834, -0.268, -0.198], [0.943, -0.507, -0.139], [-1.238, 1.049, 0.326], [-1.856, 1.905, -0.109], [4.342, -0.959, -0.248], [-2.230, -0.322, -1.295], [-1.156, 0.944, 1.431], [-2.643, -0.597, 0.459]], "lumo_energy_ev": 0.520, "smiles": "SN=C1SCCS1", "relative_energy_kj_mol": 54.85, "orbital_gap_ev": 8.84, "max_force_ha_per_bohr": 0.0435, "molar_mass_g_mol": 151.281}

---

(4)
{"formula": "C6H10", "method": "the ωB97M-V functional and the def2-TZVPD basis", "species": ["C", "C", "C", "C", "C", "C", "H", "H", "H", "H", "H", "H", "H", "H", "H", "H"], "coordinates": [[-0.876, -1.119, -0.571], [-0.674, 0.073, 0.377], [2.110, -0.032, 0.261], [0.090, 1.324, -0.083], [1.127, 0.491, -0.733], [-2.041, -0.317, -0.097], [0.395, 1.903, 0.801], [2.278, -1.107, 0.124], [-0.495, 1.954, -0.762], [-0.585, -1.022, -1.610], [-0.696, -2.100, -0.144], [-2.699, -0.761, 0.644], [-2.536, 0.326, -0.819], [-0.423, -0.216, 1.395], [1.934, 0.183, 1.331], [3.055, 0.444, -0.040]], "lumo_energy_ev": 1.085, "relative_energy_kj_mol": 407.82, "orbital_gap_ev": 8.95, "max_force_ha_per_bohr": 0.0070, "molar_mass_g_mol": 82.146}

---

(5)
{"formula": "C7H9N", "method": "the ωB97M-V functional and the def2-TZVPD basis", "species": ["N", "C", "C", "C", "C", "C", "C", "C", "H", "H", "H", "H", "H", "H", "H", "H", "H"], "coordinates": [[1.008, 0.792, 0.478], [0.394, -0.213, -2.593], [1.193, 0.333, 1.933], [-1.022, -0.475, -0.546], [0.186, 0.896, 2.730], [-0.254, 0.080, 0.457], [-0.913, -0.384, -1.918], [-0.380, -0.203, 1.844], [0.930, 0.571, -2.054], [-1.853, -1.070, -0.168], [-1.299, -0.689, 2.163], [-1.838, -0.614, -2.429], [0.762, 1.788, 0.598], [1.009, -1.113, -2.498], [-0.114, 0.838, 3.763], [1.858, -0.530, 1.901], [0.330, -0.006, -3.661]], "lumo_energy_ev": -0.282, "relative_energy_kj_mol": 661.11, "orbital_gap_ev": 6.39, "max_force_ha_per_bohr": 0.0833, "molar_mass_g_mol": 107.156}

---

What is the formula in the third record? C3H5NS3